{"formula": "C5H12NO", "method": "ωB97M-V/def2-TZVPD", "elements": ["C", "C", "C", "C", "N", "C", "O", "H", "H", "H", "H", "H", "H", "H", "H", "H", "H", "H", "H"], "coordinates": [[0.64479, -1.08270, 1.99008], [0.43242, -0.99275, 0.44737], [-0.87348, -1.68981, 0.07544], [0.44953, 0.49330, 0.03132], [-0.76480, 1.23925, 0.45760], [0.55400, 0.62058, -1.47227], [-0.13062, 1.42384, -2.04963], [-0.11910, -0.45672, 2.47840], [1.64018, -0.72606, 2.22391], [0.39089, -2.06273, 2.34844], [1.29962, -1.46582, -0.01522], [-0.92948, -2.69009, 0.50272], [-1.00711, -1.81467, -0.99922], [-1.73812, -1.15214, 0.47966], [1.35556, 0.85400, 0.46769], [-1.43146, 1.18151, -0.32106], [-1.08859, 0.83724, 1.34043], [-0.55303, 2.23191, 0.56551], [1.21506, -0.08001, -1.99630]], "total_charge": 1, "gap_ev": 11.29, "energy_ev": -8910.1722, "homo_energy_ev": -14.954, "e_lumo_ev": -3.659, "de_lowest_ev": 0.4569}